Density functional theory data (ωB97M-V with the def2-TZVPD basis set) for a molecular structure, C11H17NO at a distorted geometry.

Calculated values
Orbital gap, eV: 8.6
F_max, eV/A: 3.427
Energy above the lowest of the compared OMol25 structures with the same formula, charge and spin, kJ/mol: 255.5
LUMO level, eV: 0.69

Geometry (Å):
O -4.45 -0.10 0.35
N -2.33 -0.44 -0.64
C -0.57 -1.56 0.39
C 1.37 -0.89 -1.57
C -2.61 1.58 -0.13
C 2.60 -0.62 0.58
C -1.76 -1.63 -0.20
C 0.15 -0.27 0.53
C 1.43 -0.08 -0.27
C 1.71 1.39 -0.60
C -3.38 0.26 -0.05
C -1.51 0.73 -0.73
C 0.08 0.29 1.92
H 0.65 -0.33 2.61
H 1.35 -1.95 -1.36
H -1.04 0.95 -1.67
H -3.04 2.35 -0.77
H 2.76 0.01 1.45
H -2.40 1.99 0.85
H -2.36 -2.52 -0.28
H -0.95 0.31 2.27
H 3.51 -0.63 -0.02
H 2.40 -1.64 0.91
H 2.25 -0.68 -2.18
H -0.15 -2.44 0.86
H 1.66 2.01 0.30
H 2.70 1.49 -1.03
H 0.48 -0.64 -2.15
H 0.98 1.77 -1.31
H 0.48 1.30 1.96